1.
{"formula": "C13H24AuN5O8P2", "method": "wB97M-V/def2-TZVPD", "symbols": ["Au", "C", "C", "O", "P", "O", "O", "O", "P", "O", "O", "O", "H", "H", "H", "H", "H", "H", "H", "O", "N", "C", "C", "C", "C", "C", "H", "H", "H", "H", "H", "C", "N", "C", "N", "C", "N", "C", "N", "C", "C", "H", "H", "H", "H", "H", "H", "H", "H", "H", "H", "H", "H"], "xyz": [[1.012472, 0.036592, 0.061464], [3.269472, -4.049008, 0.959864], [2.541472, -2.760208, 0.635364], [2.370372, -2.060508, 1.830464], [0.966472, -3.177608, -0.252636], [0.169472, -4.250408, 0.626664], [1.409472, -4.058408, -1.477736], [0.053172, -2.068208, -0.623336], [3.484372, -1.846708, -0.696936], [4.959372, -1.663808, -0.036836], [3.608172, -2.750908, -1.875436], [2.959672, -0.450308, -0.929236], [2.678172, -4.641208, 1.657864], [4.226472, -3.798408, 1.413064], [3.443872, -4.616408, 0.051864], [1.870572, -1.226208, 1.692964], [-0.543828, -3.772208, 1.063564], [2.233672, -3.629208, -1.847336], [4.972772, -0.806608, 0.387764], [0.336972, 0.226892, 2.183164], [-0.774228, -0.438708, 2.567064], [-1.972328, 0.243692, 2.703164], [-3.155428, -0.414608, 2.781664], [-3.212128, -1.823508, 2.717064], [-1.974428, -2.500708, 2.658064], [-0.799828, -1.822808, 2.587164], [-1.875328, 1.315892, 2.784164], [-4.060328, 0.160692, 2.923764], [-4.149028, -2.357208, 2.736964], [-1.962928, -3.582708, 2.710064], [0.167272, -2.298708, 2.586064], [-0.440728, 1.716092, -2.553236], [-1.143428, 2.898392, -3.049736], [-2.454528, 2.948492, -2.409436], [-2.359928, 2.996092, -0.955736], [-1.632328, 1.813692, -0.506536], [-0.299928, 1.757192, -1.102036], [0.434072, 2.965492, -0.732436], [-0.251128, 4.168892, -1.188736], [-0.394528, 4.080792, -2.637436], [-1.582828, 4.174192, -0.590736], [0.551172, 1.671092, -3.009836], [-1.004928, 0.823092, -2.834536], [-3.024928, 2.062492, -2.701936], [-2.979128, 3.844792, -2.757836], [-2.188928, 0.916492, -0.787336], [-1.532728, 1.834692, 0.579164], [1.429672, 2.924692, -1.181836], [0.530972, 2.993892, 0.354964], [0.601372, 4.045092, -3.089336], [-0.917828, 4.973492, -2.996536], [-2.117628, 5.069392, -0.925636], [-1.475728, 4.202992, 0.496964]], "forces_ev_per_a": [[0.0, 0.7, 0.2], [0.1, -0.1, 0.0], [-0.3, 0.1, -1.2], [0.0, 0.2, 0.5], [-0.9, -0.7, -0.4], [0.4, -0.2, 0.1], [0.0, -0.1, 0.3], [0.1, -0.1, 0.1], [0.9, 0.5, 0.0], [-0.2, -0.4, -0.1], [-0.1, -0.4, 0.0], [-0.2, 0.0, 0.2], [0.0, 0.0, 0.0], [0.0, 0.0, 0.0], [0.1, -0.1, 0.0], [0.0, 0.0, 0.0], [-0.4, 0.1, 0.2], [0.4, -0.1, -0.3], [0.1, 0.3, 0.2], [0.2, 0.1, 0.0], [-0.5, -0.4, 0.0], [0.4, 0.3, 0.0], [-0.2, -0.3, 0.0], [-0.1, 0.1, 0.0], [-0.3, -0.1, 0.0], [0.3, 0.2, 0.1], [0.0, 0.0, 0.0], [0.0, 0.1, 0.0], [0.0, 0.0, 0.0], [0.1, -0.1, 0.0], [0.1, 0.0, 0.1], [0.1, -0.1, -0.3], [0.0, 0.0, -0.3], [-0.2, 0.1, -0.1], [-0.3, 0.0, 0.1], [-0.2, -0.1, 0.2], [0.2, -0.3, 0.1], [0.2, 0.2, 0.1], [0.1, 0.2, 0.1], [0.0, 0.2, -0.1], [-0.1, 0.2, 0.1], [0.0, -0.1, 0.0], [0.1, 0.0, 0.1], [0.0, 0.1, 0.0], [0.0, -0.1, 0.0], [0.1, 0.0, 0.0], [0.0, 0.0, 0.0], [0.0, 0.0, 0.1], [0.0, 0.0, 0.0], [-0.1, 0.0, 0.0], [0.1, -0.1, 0.0], [0.0, 0.0, 0.1], [0.0, 0.0, 0.0]], "lumo_ev": [2.654, 2.651], "charge": -1, "spin_multiplicity": 2}


2.
{"formula": "C10H11O2S", "method": "wB97M-V/def2-TZVPD", "symbols": ["C", "C", "C", "C", "C", "C", "C", "C", "C", "C", "O", "O", "S", "H", "H", "H", "H", "H", "H", "H", "H", "H", "H", "H"], "xyz": [[-1.836471, -1.072830, -1.912973], [-1.516597, -0.544290, -3.127101], [-1.007674, -0.576450, -0.892282], [-0.074702, 0.323645, -1.333407], [0.122780, 2.397559, 0.092739], [-0.868405, -0.761056, 0.584961], [0.729342, 0.899693, -0.259243], [0.523270, -0.138463, 0.874308], [1.595207, -1.227484, 0.740024], [0.595596, 0.472994, 2.269243], [-1.015930, 2.406124, 0.546649], [0.912331, 3.301224, -0.154668], [-0.198929, 0.588471, -3.032056], [-2.628287, -1.790220, -1.768635], [-1.968858, -0.732208, -4.081612], [-1.643379, -0.193188, 1.104252], [-0.926226, -1.807364, 0.901309], [1.780360, 1.066678, -0.501840], [2.589527, -0.801936, 0.866968], [1.541094, -1.689791, -0.244446], [1.454663, -2.002234, 1.495121], [1.571951, 0.926887, 2.432277], [0.430971, -0.290865, 3.030794], [-0.161634, 1.245104, 2.369618]], "forces_ev_per_a": [[-0.1, -0.1, -0.4], [0.3, 0.3, -0.1], [0.7, 0.4, 0.0], [-0.6, -0.6, -0.7], [0.9, -1.6, -0.4], [-0.1, 0.0, 0.1], [0.0, 1.4, 0.6], [0.1, -0.1, 0.2], [-0.2, 0.1, 0.0], [-0.1, 0.0, -0.2], [-1.2, 0.0, 0.4], [0.7, 1.0, -0.2], [-0.3, -0.4, 0.5], [-0.1, -0.1, 0.0], [-0.1, -0.1, -0.2], [0.0, 0.0, 0.1], [0.0, 0.0, 0.1], [0.0, -0.1, 0.0], [0.1, 0.0, 0.0], [0.0, -0.1, -0.1], [0.0, -0.1, 0.1], [0.1, 0.0, 0.1], [0.0, -0.1, 0.1], [-0.1, 0.1, 0.0]], "lumo_ev": 3.114, "charge": -1}


3.
{"formula": "C5H10N2", "method": "wB97M-V/def2-TZVPD", "symbols": ["C", "C", "C", "C", "C", "N", "N", "H", "H", "H", "H", "H", "H", "H", "H", "H", "H"], "xyz": [[-0.132366, -0.441750, 0.693214], [-3.196087, 0.522139, 0.486192], [2.423648, -0.111452, 0.124382], [2.798428, -0.410072, -1.256633], [-4.139703, -0.221653, -0.124519], [3.226838, 0.307407, 1.011131], [1.037451, -0.310555, 0.514994], [-2.860368, 1.270789, -0.392229], [-5.321286, -0.125244, 0.235334], [2.131227, -1.200904, -1.779832], [3.838336, -0.634820, -1.372519], [2.560201, 0.458181, -1.958729], [-3.417440, 1.151636, 1.314469], [-2.164810, -0.018465, 0.621889], [-3.909518, -0.868913, -1.017812], [4.217973, 0.333568, 0.839354], [2.907470, 0.300107, 2.061318]], "forces_ev_per_a": [[2.4, 0.2, -0.3], [3.9, 1.5, -0.2], [-3.0, -0.8, -0.4], [-2.0, -0.1, -2.5], [-4.7, -1.1, -0.9], [-0.9, -0.6, 3.7], [0.6, 0.3, -0.3], [-0.5, -1.4, 1.0], [3.2, -0.5, -1.1], [1.2, 0.9, 1.4], [0.6, -0.2, 0.0], [0.4, -0.5, 1.1], [-0.6, 0.2, 0.7], [-1.4, 0.7, -0.5], [-0.3, 0.6, 1.1], [0.5, 0.3, -0.2], [0.9, 0.4, -2.5]], "lumo_ev": -9.545, "charge": 2}


4.
{"formula": "C3H8N4O2", "method": "wB97M-V/def2-TZVPD", "symbols": ["C", "C", "C", "H", "H", "H", "H", "H", "H", "H", "H", "N", "N", "N", "N", "O", "O"], "xyz": [[-2.515152, -0.437467, 0.058728], [-0.137205, -0.349052, 0.589663], [1.035595, 0.572087, 0.595580], [-3.166048, -0.366086, -0.785476], [-2.872079, 0.088287, 0.944360], [-2.365525, -1.427888, 0.372136], [-0.788646, 1.208368, -1.650137], [1.740399, 2.212824, 1.243970], [2.794442, 0.834774, -0.305543], [2.303459, -1.752286, -0.053732], [1.402001, -1.330502, -1.290164], [-1.129958, 0.004629, -0.272354], [0.878865, 1.680208, 1.177151], [2.026409, 0.204159, -0.267088], [2.231626, -1.058107, -0.791614], [-1.223967, 1.310646, -0.780105], [-0.214224, -1.394601, 1.214623]], "forces_ev_per_a": [[1.6, 0.3, 0.5], [-0.5, -0.7, 0.2], [-0.4, 0.2, -0.8], [-0.2, 0.2, -0.5], [-0.1, 0.4, -0.3], [-0.3, -1.5, 0.2], [-0.4, 0.5, 0.5], [0.1, 0.3, -0.3], [0.7, 0.2, -0.2], [0.2, 0.1, 0.2], [-0.2, 0.0, -0.5], [-2.5, 0.2, -0.1], [0.3, 0.0, 1.2], [0.1, 0.6, 0.5], [0.0, -0.9, 0.1], [1.2, -0.2, -0.7], [0.4, 0.4, 0.0]], "lumo_ev": 0.663}


5.
{"formula": "C4H12N2", "method": "wB97M-V/def2-TZVPD", "symbols": ["C", "C", "C", "H", "H", "H", "H", "H", "H", "N", "C", "N", "H", "H", "H", "H", "H", "H"], "xyz": [[1.745506, 0.426783, -1.385105], [1.952691, -0.426513, -0.185008], [1.885261, 0.003558, 1.108315], [0.818312, 0.163772, -1.882414], [1.806530, 1.500134, -1.103852], [2.594860, 0.114194, -2.066976], [1.928084, -1.520961, -0.352566], [2.060210, -0.597722, 1.977546], [1.555112, 1.036424, 1.208122], [-1.793371, 1.158326, 0.447523], [-1.738623, -0.258744, 0.923697], [-1.924092, -1.294271, -0.102855], [-0.878517, 1.384939, 0.073490], [-2.464076, 1.316054, -0.324358], [-0.668418, -0.320738, 1.297224], [-2.384466, -0.368523, 1.839182], [-1.555119, -0.881065, -1.032126], [-2.939890, -1.435655, -0.439838]], "forces_ev_per_a": [[1.5, -0.2, -0.1], [-1.2, -0.8, 2.6], [-0.2, 0.3, -2.7], [-0.2, 0.2, -0.2], [-0.1, -0.6, -0.5], [-1.0, 0.9, 0.3], [0.7, 0.6, 0.0], [-0.1, -0.3, 0.2], [0.5, 0.1, 0.5], [-0.4, -0.5, -0.3], [0.9, 1.0, 0.4], [-1.4, 0.7, -2.7], [-0.1, 0.1, 0.0], [0.4, -0.3, 0.8], [-1.3, -0.3, -0.3], [0.3, -0.2, -1.3], [-0.2, -0.9, 2.1], [1.7, 0.4, 1.4]], "lumo_ev": 1.008}


6.
{"formula": "C3H8NO3", "method": "wB97M-V/def2-TZVPD", "symbols": ["O", "C", "N", "C", "O", "C", "H", "H", "H", "H", "H", "H", "H", "H", "O"], "xyz": [[-1.664553, -0.193587, 1.763715], [-1.157402, 0.438091, 0.821644], [-0.418722, -0.161251, -0.100851], [0.026479, -1.703388, -0.229524], [0.810824, -1.802356, -1.250168], [-1.359991, 1.955248, 0.904841], [0.156979, 0.367825, -0.789159], [-0.954836, -2.218653, -0.343028], [0.559924, -1.834325, 0.752986], [-0.725859, 2.541361, 0.243651], [-2.348686, 2.256230, 0.511752], [-1.187841, 2.288361, 1.985475], [2.150892, -1.173097, -1.481112], [2.983014, 0.048172, -1.181242], [3.129778, -0.808630, -1.608979]], "forces_ev_per_a": [[-0.2, -0.1, -0.3], [-0.1, -0.3, 1.6], [0.9, 0.7, -1.5], [-0.2, 1.3, 1.0], [0.3, -0.3, -1.3], [0.2, 0.7, 0.0], [-1.0, -0.4, 0.8], [0.4, -0.1, 0.6], [-0.8, -0.4, -0.2], [0.6, -0.1, 0.0], [0.0, -0.5, 0.7], [-0.5, -0.5, -1.6], [0.9, -0.4, -0.1], [0.5, -0.1, -0.2], [-1.1, 0.5, 0.3]], "lumo_ev": 3.761, "charge": -1}


Respective ΔE to the lowest compared entry with this formula, charge and spin values: 5.9, 0.0, 55.0, 79.8, 42.1, 36.3 kcal per mole.